ORCA calculation (wB97M-V/def2-TZVPD) on 2 unconnected molecules or ions with the total composition CH2ClFO2 at a distorted geometry.

Values from the calculation:
Charge   0
HOMO (alpha / beta)   -6.143 / -11.547 eV
LUMO energy (alpha / beta)   0.525 / -4.487 eV
2S+1   3
ΔE to the lowest compared entry with this formula, charge and spin   6.27 kcal per mole

```
7
CH2ClFO2 | OMol25 | wB97M-V/def2-TZVPD
C -1.70932 -0.50164 0.01830
O -1.13674 -1.40597 -0.43815
O 1.98746 0.57047 -0.35913
F -2.56083 0.26230 -0.71593
Cl -1.77276 -0.04652 1.63839
H 2.29122 0.30307 0.61329
H 2.90097 0.81829 -0.75677
```